one:
Entry from the OMol25 dataset: a cluster of 2 separate species, C3H12N2S2 in total (ωB97M-V with the def2-TZVPD basis set).

Summary:
Frontier orbital gap = 8.5247 eV
Spin multiplicity = 1

Each line ends with the Mulliken charge.
CARTESIAN COORDINATES (ANGSTROEM)
1 S -0.98904 -1.47612 2.24939  -0.056
2 S -0.84933 0.53605 1.84509  -0.074
3 N 0.79109 -0.72626 -2.54846  -0.570
4 N 1.02276 1.60000 -1.58121  -0.527
5 C 0.81151 -1.75448 2.33908  -0.734
6 C 1.61128 0.43517 -2.26250  -0.404
7 C -2.63353 0.89260 1.53636  -0.857
8 H 2.49944 0.13762 -1.67961  0.273
9 H -2.85467 0.53492 0.53227  0.299
10 H 1.29427 -1.35068 1.44093  0.208
11 H 0.27625 -1.06235 -1.73017  0.214
12 H -2.66908 1.99429 1.53780  0.296
13 H 0.32009 1.34716 -0.89152  0.182
14 H 0.96705 -2.87521 2.41032  0.293
15 H 0.53087 2.22627 -2.24926  0.237
16 H 1.23532 -1.30070 3.27759  0.287
17 H 1.99061 0.79221 -3.26109  0.351
18 H -3.36817 0.49010 2.23445  0.334
19 H 0.01326 -0.44058 -3.19944  0.249

two:
Entry from the OMol25 dataset: a cluster of 2 separate species, C3H12N2S2 in total (ωB97M-V with the def2-TZVPD basis set).

Summary:
Frontier orbital gap = 9.6911 eV
Spin multiplicity = 1

Each line ends with the Mulliken charge.
CARTESIAN COORDINATES (ANGSTROEM)
1 S 0.32990 -0.03799 -1.50046  -0.019
2 S 1.63231 0.07457 -3.08978  -0.253
3 N -1.24587 1.59933 1.25516  -0.501
4 N -1.38444 0.19376 3.25080  -0.422
5 C -2.05743 0.72117 2.06343  -0.472
6 C -0.47997 -0.92379 2.98023  -0.761
7 C 1.01469 -1.51293 -0.63499  -0.707
8 H 0.27292 -1.83059 0.09744  0.140
9 H 0.30010 -0.59645 2.29783  0.207
10 H 1.95893 -1.30106 -0.14634  0.297
11 H -1.01989 -1.78226 2.56156  0.294
12 H 1.11915 -2.30613 -1.36973  0.394
13 H -2.07383 -0.09535 3.92621  0.228
14 H -0.93627 2.34601 1.85668  0.262
15 H 2.44974 1.02548 -2.60155  0.152
16 H -0.38718 1.13637 0.95225  0.108
17 H -2.90585 1.28850 2.44972  0.389
18 H -2.46702 -0.07362 1.42483  0.341
19 H 0.00139 -1.21719 3.91130  0.323

Most stable structure: two

one:
Entry from the OMol25 dataset: a cluster of 4 separate species, CH11N2O3 in total (ωB97M-V with the def2-TZVPD basis set).

Summary:
Frontier orbital gap = 11.9097 eV
Spin multiplicity = 1
Net charge = +1

Each line ends with the Mulliken charge.
CARTESIAN COORDINATES (ANGSTROEM)
1 O -2.99423 2.31548 0.96505  -0.648
2 O 1.80350 -0.28740 -0.31726  -0.722
3 O 3.55304 -0.37542 2.00463  -0.699
4 N -0.62479 -1.25836 -2.01705  -0.281
5 N -0.98841 -0.14623 -0.02184  -0.216
6 C -1.40344 -0.64480 -1.15466  0.213
7 H 4.27406 -0.85490 1.58324  0.345
8 H -0.98181 -1.31081 -2.95621  0.252
9 H 0.02726 -0.10077 0.14855  0.287
10 H 0.32189 -1.53462 -1.80461  0.231
11 H -2.31160 -0.19617 -1.53448  0.311
12 H 2.25748 -0.17285 0.53976  0.358
13 H 3.29063 -0.90346 2.76779  0.339
14 H 2.31026 0.26302 -0.92689  0.329
15 H -3.30663 2.75508 0.16314  0.322
16 H -1.61144 0.55174 0.36449  0.255
17 H -3.51614 2.77683 1.63602  0.323

two:
Entry from the OMol25 dataset: a cluster of 4 separate species, CH11N2O3 in total (ωB97M-V with the def2-TZVPD basis set).

Summary:
Frontier orbital gap = 11.4744 eV
Spin multiplicity = 1
Net charge = +1

Each line ends with the Mulliken charge.
CARTESIAN COORDINATES (ANGSTROEM)
1 O 0.71641 2.82177 0.21296  -0.662
2 O -1.43064 -1.37617 0.01941  -0.715
3 O -2.40974 1.19420 -0.36536  -0.659
4 N 1.22645 -0.39385 -0.65541  -0.251
5 N 1.02442 -2.42332 0.57220  -0.321
6 C 1.66790 -1.32419 0.16082  0.203
7 H 0.48725 -0.72226 -1.38346  0.271
8 H -2.13350 1.31435 -1.22510  0.304
9 H -0.02357 -2.31799 0.68471  0.306
10 H -2.26197 2.02624 0.08656  0.314
11 H 2.54476 -0.84548 0.74516  0.296
12 H 1.36077 3.36232 0.68826  0.322
13 H -1.78567 -0.44387 0.01280  0.397
14 H 1.44896 0.58040 -0.54473  0.243
15 H 1.51297 -3.02123 1.19328  0.274
16 H 0.28445 3.48750 -0.47682  0.352
17 H -2.22923 -1.91841 0.27472  0.325

Most stable structure: one

one:
Entry from the OMol25 dataset: a cluster of 9 separate species, H18O9 in total (ωB97M-V with the def2-TZVPD basis set).

Summary:
Frontier orbital gap (spin up / spin down) = 2.2882 / 10.6082 eV
Spin multiplicity = 2
Net charge = -1
Expectation value of S² = 0.751

Each line ends with the Mulliken spin population.
CARTESIAN COORDINATES (ANGSTROEM)
1 O -0.83695 3.37365 0.79742  0.311
2 O 2.22182 1.15829 0.41419  0.067
3 O -0.54204 -0.66819 0.34990  0.213
4 O 1.95577 -2.07918 0.11714  0.088
5 O 1.03715 1.59344 4.31057  0.270
6 O -0.26459 -4.08027 0.65103  0.212
7 O -0.07588 -0.07666 -2.74840  0.142
8 O -0.93893 2.62025 -2.76976  0.178
9 O -3.00898 -1.83205 -0.47600  0.153
10 H -0.05951 -1.38138 -0.15801  -0.043
11 H 1.39814 0.75397 0.48824  0.134
12 H -0.45900 0.93888 -2.78205  0.082
13 H -0.29605 3.26799 -0.02286  0.060
14 H -3.28233 -0.97762 -0.35317  -0.059
15 H -0.21878 -0.49864 1.17172  0.033
16 H 0.61780 -4.42003 0.77244  -0.044
17 H 2.28768 2.02457 0.56204  -0.226
18 H -1.58562 2.00242 -2.46731  -0.102
19 H -0.14630 -0.37853 -1.88538  -0.012
20 H -2.12378 -2.00339 -0.42149  0.032
21 H 2.75975 -1.81766 -0.43684  -0.009
22 H 0.81151 1.01742 3.59755  -0.033
23 H 1.89080 -2.95206 -0.30276  -0.059
24 H 0.89463 2.41129 3.93463  -0.088
25 H -1.09751 2.56515 -3.74086  -0.049
26 H -0.22925 3.88857 1.47034  -0.194
27 H -0.70958 -4.45023 -0.07234  -0.056

two:
Entry from the OMol25 dataset: a cluster of 9 separate species, H18O9 in total (ωB97M-V with the def2-TZVPD basis set).

Summary:
Frontier orbital gap (spin up / spin down) = 3.1746 / 10.5007 eV
Spin multiplicity = 2
Net charge = -1
Expectation value of S² = 0.751

Each line ends with the Mulliken spin population.
CARTESIAN COORDINATES (ANGSTROEM)
1 O -2.33614 1.97452 -2.52341  0.159
2 O 1.88777 1.71071 2.37583  0.211
3 O -1.12677 -1.87404 0.43461  -0.079
4 O 1.03024 1.36510 -2.69618  0.221
5 O -1.32594 -0.91254 -3.50831  0.041
6 O 2.88793 1.62081 -0.28834  0.083
7 O -1.40938 1.27009 3.39552  0.163
8 O 0.54498 -1.40909 3.44737  0.071
9 O 0.65086 -3.56519 -0.75079  0.229
10 H -3.00517 1.55958 -3.06655  -0.111
11 H -2.00474 0.95336 2.71611  -0.018
12 H 0.92541 -2.20256 3.06629  -0.040
13 H -1.46121 1.67396 -2.78173  0.024
14 H 0.87577 0.59146 -2.14806  0.009
15 H -2.14409 -1.40590 -3.42098  -0.056
16 H -1.29734 -0.18102 -2.89049  0.053
17 H -2.05361 -1.79384 0.16987  -0.056
18 H 1.42834 2.54665 2.49927  -0.044
19 H 2.29527 1.42639 0.43065  -0.034
20 H 3.32853 2.40616 0.05219  -0.009
21 H -0.71497 -1.00301 0.29753  0.266
22 H 1.67104 1.15541 3.12610  -0.054
23 H 0.36100 -0.78239 2.73865  0.052
24 H -0.01718 -3.14312 -0.18119  0.070
25 H 0.42644 -3.85778 -1.62508  -0.051
26 H 1.98350 1.40174 -2.80781  -0.075
27 H -1.40054 0.47453 3.93894  -0.025

Most stable structure: two